No. 1
Here is a structure of composition C29H52P2SiZr at a distorted geometry from the Open Molecules 2025 dataset. Energies are from ωB97M-V/def2-TZVPD.

Geometry as XYZ:
```
85
Properties=species:S:1:pos:R:3:forces:R:3
Zr -1.094 1.640 1.673 0.8 -2.0 0.5
C 0.631 1.054 3.581 -0.6 -0.2 -0.1
C 1.417 1.353 2.440 0.2 0.6 0.2
C 0.045 3.181 2.882 0.8 -1.0 -0.3
C -0.273 2.136 3.818 0.6 0.2 -0.6
C 1.033 2.649 1.962 -0.1 0.3 1.0
C 0.746 -0.148 4.443 0.1 -0.2 0.2
H 1.617 -0.756 4.189 -0.1 0.2 0.1
H -0.136 -0.780 4.313 0.1 0.1 0.2
H 0.813 0.146 5.500 0.0 -0.1 -0.3
C -1.347 2.192 4.841 -0.1 0.3 0.6
H -2.340 1.893 4.462 0.2 0.1 0.1
H -1.420 3.217 5.228 -0.1 -0.4 0.0
H -1.113 1.509 5.668 -0.1 0.2 -0.2
C -0.704 4.444 2.725 0.2 0.5 0.3
H -1.139 4.749 3.685 0.0 0.0 -0.4
H -1.529 4.368 1.989 -0.3 0.1 -0.1
H -0.037 5.242 2.371 -0.3 -0.2 0.0
C 1.704 3.377 0.851 0.1 0.2 -0.6
H 2.644 3.852 1.182 -0.4 -0.2 0.0
H 1.062 4.168 0.453 0.1 0.0 0.0
H 1.954 2.704 0.020 0.0 0.1 0.2
C 2.638 0.604 2.013 0.0 -0.5 -0.4
H 3.567 1.154 2.247 -0.5 0.1 0.0
H 2.645 0.405 0.934 0.0 0.1 0.1
H 2.703 -0.365 2.518 -0.1 0.2 -0.2
C 0.774 -2.678 -0.021 0.9 -0.1 0.9
C 2.014 -2.875 0.480 -1.0 -0.3 -0.3
C 3.347 -2.660 -0.159 0.5 0.5 -0.4
C 3.350 -1.913 -1.520 0.4 -0.8 0.9
C 3.049 -0.445 -1.446 0.7 0.1 -0.5
C 1.868 0.148 -1.622 -0.6 1.1 1.1
C 0.536 -0.368 -1.125 -0.3 -0.3 -1.9
C 0.344 -1.897 -1.229 -0.9 -0.2 0.0
H 3.861 -3.627 -0.320 -0.4 0.3 0.2
H 2.682 -2.449 -2.209 0.4 0.4 0.2
H 3.987 -2.120 0.558 0.0 -0.1 -0.2
H 0.787 -2.255 -2.164 -0.2 0.2 0.4
H -0.066 -3.087 0.557 0.4 0.3 0.0
H 2.079 -3.333 1.471 -0.1 -0.2 -0.3
H -0.738 -2.084 -1.331 0.4 0.1 -0.1
H 0.357 -0.065 -0.067 0.2 0.2 0.5
H 1.833 1.192 -1.987 0.2 -0.3 0.7
H -0.248 0.123 -1.728 0.2 -0.2 0.2
H 4.376 -2.012 -1.918 -0.5 0.1 0.0
H 3.943 0.195 -1.319 -0.4 -0.2 -0.9
P -0.393 -0.518 -4.343 0.2 -0.7 -1.9
P -0.605 2.436 -4.835 0.0 0.5 -2.1
C -0.673 -0.059 -6.162 0.1 -0.1 0.3
C -1.173 1.372 -6.299 -0.3 0.0 0.6
H -1.397 -0.770 -6.590 0.3 0.1 0.1
H 0.279 -0.194 -6.699 -0.3 0.1 0.3
H -0.794 1.825 -7.231 -0.3 0.0 0.4
H -2.276 1.401 -6.317 0.3 0.0 -0.1
C -1.199 3.974 -5.675 -0.1 0.3 0.3
H -0.760 4.844 -5.177 -0.2 0.0 -0.2
H -2.290 4.028 -5.586 0.2 0.1 0.0
H -0.926 3.980 -6.740 0.0 0.1 0.4
C 1.134 2.570 -5.473 0.2 0.1 0.5
H 1.153 2.667 -6.570 -0.1 0.0 0.4
H 1.741 1.706 -5.179 -0.1 0.1 -0.1
H 1.586 3.466 -5.032 0.1 -0.2 -0.1
C -2.005 -1.388 -4.149 0.0 0.0 0.4
H -2.093 -1.734 -3.111 -0.2 -0.1 -0.2
H -2.047 -2.247 -4.833 -0.1 0.3 0.2
H -2.830 -0.695 -4.367 0.2 -0.2 0.1
C 0.687 -1.956 -4.797 0.1 -0.2 0.3
H 1.357 -1.663 -5.619 -0.2 -0.1 0.4
H 0.063 -2.804 -5.117 0.4 0.1 0.0
H 1.308 -2.250 -3.944 0.0 -0.2 -0.4
C -1.323 -3.816 4.664 0.4 0.2 -0.5
Si -2.618 -2.464 4.497 -0.6 -1.8 1.7
C -4.240 -3.320 4.094 -0.1 0.4 -0.5
C -2.759 -1.621 6.186 0.1 0.6 -0.3
C -2.091 -1.185 3.250 0.4 2.2 -1.7
C -1.768 -0.211 2.521 -0.3 -1.0 0.9
H -1.548 -4.489 5.507 -0.1 0.4 -0.3
H -0.322 -3.395 4.832 -0.1 -0.2 0.0
H -1.282 -4.428 3.753 0.0 0.1 0.2
H -4.561 -3.995 4.902 0.3 0.3 -0.1
H -5.048 -2.596 3.929 0.1 -0.2 0.0
H -4.140 -3.926 3.183 -0.1 0.1 0.2
H -1.795 -1.193 6.502 -0.2 -0.1 0.0
H -3.494 -0.804 6.162 0.1 -0.2 0.1
H -3.075 -2.327 6.971 0.1 0.1 -0.5
```
Forces are in eV/Å.

Computed properties:
- total charge = +2
- LUMO energy (eV) = -8.50
- energy above the lowest of the compared OMol25 structures with the same formula, charge and spin (kcal per mole) = 0.00
- DFT total energy (Eh) = -2154.71549

No. 2
Here is a structure of composition C29H53AuBO2P2 at a distorted geometry from the Open Molecules 2025 dataset. Energies are from ωB97M-V/def2-TZVPD.

Geometry as XYZ:
```
88
Properties=species:S:1:pos:R:3:forces:R:3
Au -1.420 2.587 -0.568 0.5 0.2 -0.3
C 0.277 -1.134 0.762 -1.9 -0.4 -0.9
C 0.510 -0.152 1.765 -1.1 1.7 1.0
C -1.629 0.122 0.972 0.4 -1.3 1.3
C -1.052 -1.026 0.354 1.4 -0.6 -0.6
C -0.661 0.596 1.923 1.7 0.1 -0.1
C 1.231 -2.168 0.339 0.4 -0.4 -0.3
H 2.235 -1.743 0.219 -0.1 -0.2 0.0
H 0.917 -2.579 -0.622 0.2 -0.1 0.1
H 1.302 -2.997 1.055 0.0 0.1 -0.1
C -1.732 -2.043 -0.502 0.3 0.0 -0.1
H -1.198 -2.106 -1.452 -0.3 -0.1 -0.2
H -2.766 -1.778 -0.679 -0.2 0.0 -0.2
H -1.720 -3.041 -0.052 0.0 0.1 0.1
C -3.081 0.273 1.138 -0.4 0.3 -0.5
H -3.399 -0.505 1.839 -0.2 0.1 0.0
H -3.594 0.121 0.177 -0.1 0.1 0.4
H -3.344 1.259 1.525 -0.2 -0.1 0.0
C -0.883 1.564 3.031 0.1 0.0 0.3
H -0.565 1.077 3.972 -0.2 0.4 -0.2
H -1.940 1.824 3.108 0.1 0.1 0.2
H -0.297 2.488 2.916 -0.2 -0.1 0.1
C 1.724 -0.094 2.626 -0.2 0.1 0.2
H 1.465 0.286 3.628 0.2 -0.1 -0.3
H 2.496 0.565 2.202 0.0 -0.1 0.2
H 2.125 -1.107 2.735 0.2 0.2 0.1
C 3.636 -0.280 -2.319 0.7 -0.6 0.2
C 4.360 -0.842 -1.328 -1.0 0.7 0.1
C 4.681 -0.192 0.015 0.2 -0.4 -0.4
C 4.950 1.339 0.017 1.6 -1.0 0.2
C 3.918 2.250 0.437 0.3 1.5 1.2
C 2.761 2.633 -0.312 -2.2 0.5 0.0
C 2.197 1.519 -1.173 -0.3 -0.3 -0.1
C 3.135 1.158 -2.360 -0.2 0.1 0.0
H 5.592 -0.699 0.390 -0.5 0.4 0.0
H 5.368 1.614 -0.955 0.1 0.0 -0.1
H 3.877 -0.399 0.741 0.3 -0.1 -0.2
H 3.981 1.897 -2.428 -0.7 -1.0 0.0
H 3.363 -0.912 -3.180 0.3 0.4 0.4
H 4.671 -1.890 -1.367 -0.3 0.3 -0.3
H 2.521 1.279 -3.257 0.4 0.0 -0.1
H 2.040 0.604 -0.567 0.0 0.7 -0.1
H 2.038 2.976 0.458 -0.3 -0.4 -0.2
H 1.201 1.839 -1.499 0.0 -0.3 -0.2
H 5.743 1.466 0.752 0.3 0.1 -0.2
H 4.065 2.825 1.362 0.1 -0.4 -0.3
P 2.791 4.316 -1.184 2.5 0.4 0.2
C 3.315 4.450 -2.906 0.1 -0.3 -0.6
C 4.201 5.129 -0.344 -0.2 0.1 0.1
P 0.067 5.205 0.141 1.0 1.5 1.0
C 1.444 5.483 -1.089 -1.2 -0.3 -0.4
C 1.110 5.501 1.686 -0.2 -0.5 -0.1
C -0.484 7.002 0.071 -0.6 -0.1 -0.5
H 2.460 4.762 -3.509 0.1 -0.2 -0.1
H 3.701 3.497 -3.282 -0.1 0.4 -0.1
H 4.099 5.216 -3.001 -0.3 -0.3 0.1
H 4.316 6.119 -0.808 0.1 -0.2 0.3
H 5.114 4.533 -0.512 -0.4 0.2 0.0
H 4.042 5.233 0.741 0.0 0.0 -0.4
H 0.349 7.713 -0.139 -0.5 -0.7 0.3
H -0.933 7.259 1.045 0.0 -0.1 -0.5
H -1.242 7.114 -0.731 0.3 0.1 0.5
H 0.936 5.489 -2.069 0.3 -0.1 0.2
H 1.879 6.486 -0.952 0.0 -0.4 0.1
H 0.484 6.075 2.376 0.2 -0.2 0.0
H 2.034 6.075 1.505 -0.5 -0.2 -0.1
H 1.360 4.546 2.157 0.1 0.2 0.1
C -4.602 1.473 -4.365 0.2 0.0 -0.2
C -3.890 0.585 -3.330 0.0 -0.2 -0.5
C -4.849 -0.478 -2.840 -0.6 -0.4 0.2
O -3.538 1.446 -2.245 0.4 0.4 0.4
B -2.225 1.234 -1.897 -0.2 -0.3 0.3
O -1.669 0.136 -2.554 -0.4 0.9 0.3
C -2.486 0.002 -3.733 -0.1 0.4 -1.3
C -2.529 -1.413 -4.266 0.0 -0.2 -0.5
C -1.814 0.877 -4.801 0.1 0.1 -0.5
H -5.557 1.802 -3.933 0.3 -0.1 -0.1
H -4.817 0.945 -5.312 0.1 0.1 0.4
H -4.014 2.381 -4.583 -0.2 -0.5 0.1
H -5.752 -0.022 -2.439 0.0 0.2 0.1
H -5.202 -1.143 -3.637 0.3 0.2 0.0
H -4.442 -1.110 -2.052 0.2 0.1 0.0
H -3.083 -1.411 -5.226 0.3 0.0 0.4
H -1.524 -1.805 -4.470 -0.2 0.2 0.1
H -3.033 -2.107 -3.615 -0.1 -0.2 0.4
H -1.780 1.940 -4.516 -0.1 -0.3 0.0
H -0.772 0.550 -4.930 -0.3 0.0 0.0
H -2.331 0.793 -5.778 0.3 0.1 0.5
```
Forces are in eV/Å.

Computed properties:
- spin multiplicity = 3
- total charge = +1
- expectation value of S² = 2.020
- LUMO energy (spin up / spin down) (eV) = -2.34 / -3.56
- energy above the lowest of the compared OMol25 structures with the same formula, charge and spin (kcal per mole) = 0.00
- DFT total energy (Eh) = -2130.23967